(1)
ORCA calculation (the ωB97M-V functional and the def2-TZVPD basis) on a 2-piece molecular cluster, C6H12 overall at a distorted geometry.

```
18
Properties=species:S:1:pos:R:3:forces:R:3
C -0.91310 -1.38805 0.98326 -0.1163 -0.3438 -1.2470
C 1.83756 -0.49593 -1.23689 0.3342 0.3426 -0.4146
C -1.14475 2.25023 0.58479 1.9148 0.0592 -0.2208
C -0.44181 -1.25397 -0.50374 0.3897 0.9997 0.9020
C 0.15963 2.31988 0.24080 -1.7576 -0.2017 0.7509
C 1.05052 -1.36141 -0.62991 -0.1444 0.0129 0.5260
H -0.65720 -2.38799 1.31738 -0.0069 -0.1631 0.2621
H 1.48123 -2.26013 -0.17451 -0.0069 0.2876 -0.0257
H -1.99957 -1.26251 1.08363 0.2831 -0.0100 -0.0862
H 0.57642 3.20596 -0.18711 0.1428 0.4586 -0.2292
H -0.75451 -2.08251 -1.08990 -1.1110 -0.7581 -0.4570
H 0.84492 1.51623 0.44136 0.0669 -0.3136 -0.0868
H 2.90704 -0.62456 -1.27271 0.1860 -0.1846 -0.0285
H -0.81628 -0.31239 -0.94965 0.2398 -0.5027 0.1327
H -0.41166 -0.67953 1.62421 0.1675 0.3027 0.1509
H -1.54917 1.36598 1.04981 -0.1053 -0.1139 0.0327
H -1.78653 3.10300 0.47920 -0.3031 0.1924 -0.2076
H 1.47006 0.37805 -1.76994 -0.1732 -0.0643 0.2461
```
Positions in Å, forces in eV/Å.

Computed properties:
- LUMO level: 1.232 eV
- Frontier orbital gap: 10.87 eV
- SMILES: C=CCC.C=C
- DFT total energy: -235.7419 a.u.
- Multiplicity: 1
- Max |F|: 1.928 eV/Å
- Energy above the lowest of the compared OMol25 structures with the same formula, charge and spin: 47.9 kcal/mol


(2)
ORCA calculation (the ωB97M-V functional and the def2-TZVPD basis) on a 3-piece molecular cluster, C25H27N2O4P overall at a distorted geometry.

```
59
Properties=species:S:1:pos:R:3:forces:R:3
P 0.05507 3.22062 -2.99589 1.4899 0.2060 -0.3355
O -2.80910 7.02582 0.88555 0.8900 -0.3007 -0.3671
O -0.71008 6.38164 -2.78397 -0.0651 -0.1944 0.8317
O 3.30508 1.07809 0.86980 -0.4776 0.1981 -0.5307
O 1.27005 1.91230 0.44722 0.7001 0.9345 -1.0917
N -0.86779 7.02091 -0.50150 -0.6535 0.6392 -0.3088
N 1.61505 3.44770 -2.99494 -0.3376 -0.2423 0.1848
C -4.06787 -4.02133 -0.10488 -0.0017 0.0002 0.0056
C -3.42528 -3.40016 -1.16692 -0.0007 -0.0120 -0.0077
C 0.40730 -7.07342 1.16646 0.0118 -0.0135 0.0042
C -1.02194 2.43826 -0.47367 0.0852 -1.6752 -1.2908
C 0.41580 -5.68871 1.06988 0.0002 -0.0063 -0.0372
C 0.86301 0.80040 -0.36670 -1.1509 -0.6676 0.7971
C -0.85189 6.09056 -1.63231 0.5035 -0.6477 0.2827
C 4.10441 3.38740 -1.02700 -0.5262 0.5086 -0.0844
C -1.66338 -2.70000 0.31338 -0.0511 0.0588 -0.0421
C -2.31127 -3.31417 1.37685 0.0031 0.0524 0.0253
C -2.22142 -2.74143 -0.95870 0.0450 0.0283 0.0535
C 1.37806 -4.95228 1.74703 -0.0285 -0.0056 0.0065
C 3.31543 3.35991 0.31063 -0.2061 0.4189 -0.1023
C -3.51238 -3.97664 1.16686 -0.0030 -0.0021 -0.0117
C -1.64600 2.65950 0.72294 -0.1523 -0.3078 0.6194
C -0.72521 3.46396 -1.36488 -0.2900 -0.2349 -1.0085
C -1.04951 4.73000 -0.96305 -0.2960 0.5822 -0.5357
C -1.98929 3.93187 1.10638 -0.7128 -0.1968 0.9802
C 2.32116 -6.98447 2.61902 -0.0062 -0.0077 -0.0024
C 2.63528 2.03290 0.54692 0.9211 -0.9081 0.9571
C -1.67812 4.93198 0.25558 -0.0840 2.3215 -0.8159
C -1.92422 6.43781 0.33103 -0.4175 -0.7220 0.7832
C 1.36216 -7.72171 1.93768 -0.0072 0.0044 0.0102
C -0.63725 1.00842 -0.81941 1.0192 0.5157 0.6099
C 2.32782 -5.59970 2.52523 0.0204 0.0166 0.0125
H -0.34422 -7.64767 0.63947 0.0065 0.0050 -0.0055
H -0.05355 6.71000 0.03506 0.3654 0.5963 -0.1458
H -3.86210 -3.43009 -2.15689 0.0072 -0.0110 0.0016
H -1.26502 0.29285 -0.29046 -0.0584 0.1395 0.0642
H 3.77529 4.25584 -1.59475 -0.0047 -0.0625 -0.0722
H 3.07433 -5.02458 3.05822 0.0033 -0.0024 -0.0123
H -1.84733 1.80963 1.36036 -0.0497 0.0112 0.0769
H -0.72199 -2.18772 0.47596 0.0097 -0.0242 0.0041
H 3.85750 2.53332 -1.64941 0.3083 -0.1437 0.0197
H 0.86159 -0.06399 0.29931 0.3319 -0.2471 -0.3639
H -2.49978 4.14690 2.03500 -0.0222 -0.0798 0.0530
H 1.35857 -8.80199 2.00889 -0.0030 0.0037 0.0055
H -1.87876 -3.27776 2.36864 0.0163 -0.0264 -0.0101
H -0.56509 4.13956 -3.86881 -0.4999 -0.3513 0.3773
H 3.06380 -7.48972 3.22330 -0.0011 0.0038 -0.0024
H -0.32717 -5.18271 0.46724 -0.0030 -0.0153 -0.0019
H -0.75345 0.80236 -1.87915 0.0665 -0.0256 0.0046
H 1.38762 -3.87187 1.66877 0.0036 -0.0021 0.0060
H 4.03301 3.49276 1.11876 -0.1655 -0.1092 0.1555
H -4.01585 -4.45876 1.99485 0.0057 -0.0013 -0.0026
H 5.17655 3.50121 -0.88340 -0.0099 -0.3916 0.1295
H -1.71704 -2.26062 -1.78799 0.0033 -0.0134 -0.0028
H 2.62403 4.20283 0.33888 -0.1635 -0.1937 0.0072
H 2.08291 2.60337 -3.30397 0.2426 0.1264 0.0229
H 1.54211 0.64341 -1.20224 0.0410 0.1349 0.0326
H -5.00351 -4.54058 -0.26822 0.0001 0.0085 0.0013
H -0.24614 1.91795 -3.45205 -0.6521 0.3310 0.0662
```
Positions in Å, forces in eV/Å.

Computed properties:
- LUMO level: -0.572 eV
- Frontier orbital gap: 8.44 eV
- SMILES: CCC(=O)OCCc1ccc2c(c1[PH2]=N)C(=O)NC2=O.c1ccccc1.c1ccccc1
- DFT total energy: -1720.5910 a.u.
- Multiplicity: 1
- Max |F|: 2.462 eV/Å


(3)
ORCA calculation (the ωB97M-V functional and the def2-TZVPD basis) on C2H6N4O2 as an isolated structure at a distorted geometry.

```
14
Properties=species:S:1:pos:R:3:forces:R:3
O -0.64498 1.83587 0.62770 2.2869 -0.8003 -4.4768
O -2.87439 -0.62068 -0.29884 2.7897 1.2276 0.3727
N 2.56550 0.38079 -0.47331 -2.1445 -4.0427 3.6833
N 0.63625 -0.79073 0.42434 -0.9253 -1.1754 9.9353
N -1.14927 1.10165 -0.64278 -3.0437 -1.1622 2.2460
N -0.67078 -1.09154 0.30541 -2.4126 2.6122 -2.3509
C 1.58427 -0.57194 -0.42862 4.2878 2.8975 -4.7631
C -1.71770 -0.21986 -0.15613 1.4230 -0.2388 -0.6579
H -1.08931 -1.95181 0.46552 0.1047 -2.3686 0.5533
H 0.27835 1.96879 0.12441 -2.4755 0.0125 2.3682
H 2.70380 0.50334 0.60613 -0.2750 1.1083 -1.9717
H 1.56629 -1.21642 -1.31373 -0.6540 0.5564 -0.3900
H -2.08082 1.52275 -0.91625 1.4798 0.3449 0.5041
H 0.89279 -0.85022 1.67615 -0.4413 1.0285 -5.0524
```
Positions in Å, forces in eV/Å.

Computed properties:
- LUMO level: 0.122 eV
- Frontier orbital gap: 9.53 eV
- DFT total energy: -449.1135 a.u.
- Multiplicity: 1
- Max |F|: 10.047 eV/Å
- Energy above the lowest of the compared OMol25 structures with the same formula, charge and spin: 130.3 kcal/mol


(4)
ORCA calculation (the ωB97M-V functional and the def2-TZVPD basis) on C29H28ClNPZr as an isolated structure at a distorted geometry.

```
61
Properties=species:S:1:pos:R:3:forces:R:3
Zr 1.05294 -0.29644 3.01020 -0.4113 3.7815 -0.7586
Cl 2.97272 0.36395 1.79785 -0.3250 -0.1228 0.2979
P 0.22514 -0.16376 -1.92200 0.3455 0.0035 2.8311
N -0.49471 1.18610 3.22003 0.3354 -0.8984 -0.6396
C -1.47615 -0.62569 -2.18767 -1.0325 -0.1875 -0.6259
C -1.86022 -1.97049 -1.94088 0.1095 0.7342 -0.2331
C 1.25617 1.92134 -3.54274 -0.4257 0.2109 0.3987
C 0.95202 -2.32551 1.76774 -0.3977 -0.8814 0.7069
C 1.09679 4.23774 -2.85073 -0.0136 -0.1869 0.0889
C 2.66090 -1.36792 -1.74927 -0.5781 0.0155 -0.5014
C -0.41408 -1.93170 1.99798 0.3613 -0.9067 0.7299
C -4.13039 -1.44374 -2.58543 -0.0018 0.1711 0.0345
C 1.55995 -2.58910 3.04452 -0.9135 -0.7268 -0.4665
C -3.79076 -0.09238 -2.72843 0.0494 -0.3251 0.1973
C 1.26264 -2.24482 -3.55594 0.3292 0.4204 0.3023
C -2.47848 0.32413 -2.50759 0.4109 -0.4773 -0.0592
C -0.64630 -1.95182 3.41473 0.3109 -0.6675 -0.4307
C 0.63421 1.52785 -2.33755 0.2173 0.7805 -0.4179
C -0.04942 1.86122 4.35759 -1.3720 0.6529 0.2992
C -2.59948 1.07236 1.85781 -0.6120 -0.2512 -0.5402
C 2.31667 -3.06489 -3.96030 0.1917 -0.0350 0.2572
C 0.35479 2.50107 -1.34227 0.1080 -0.3396 -0.7221
C 1.44676 -1.33554 -2.48903 0.4641 -0.8684 -0.6227
C 3.70405 -2.18575 -2.16379 -0.0186 -0.1802 -0.2292
C 1.32042 1.63309 4.87136 0.3462 0.6576 0.2111
C 0.57325 -2.35042 4.06552 -0.3508 -0.4686 -0.7718
C -1.79762 1.58578 2.97457 0.3037 0.9245 1.4205
C -2.17266 2.51876 3.94683 0.5618 -0.7234 -0.7711
C -1.06686 2.69418 4.81648 0.9412 -0.7099 0.0127
C 1.46362 3.27753 -3.80468 0.0157 0.1283 0.3569
C 3.54258 -3.01384 -3.28509 -0.1599 0.1067 0.1211
C -3.17394 -2.36951 -2.15646 -0.1042 0.1029 0.0067
C 0.56642 3.84773 -1.61049 0.1488 0.0960 -0.3280
H 2.75723 -0.74582 -0.85503 0.0123 -0.0896 -0.3733
H -1.16850 -1.79889 1.22006 0.3600 0.3745 0.2806
H -2.02026 0.40523 1.20954 -0.1351 0.1622 0.0166
H 0.69161 -2.55398 5.12724 0.0374 0.2651 -0.2078
H -5.15046 -1.77076 -2.79082 0.2865 0.0923 0.1004
H -3.45701 -3.41104 -1.98605 0.0786 0.3357 -0.0954
H 4.64583 -2.18723 -1.60797 -0.3109 -0.0175 -0.2331
H 1.39762 -2.50182 0.78600 -0.0154 0.3765 0.3932
H -0.98687 3.34600 5.68010 -0.0913 -0.1269 -0.1767
H 4.37365 -3.63658 -3.61565 -0.2389 0.1264 0.0800
H 1.91944 3.59536 -4.74674 -0.1699 -0.1490 0.3514
H 2.07865 2.20540 4.30959 0.0590 -0.5992 0.0617
H 2.56772 -2.96799 3.20618 -0.2201 0.2878 -0.0671
H -2.21706 1.38076 -2.59271 -0.0203 -0.3115 -0.1362
H 1.24762 5.29993 -3.05990 -0.0268 -0.3806 0.0532
H 0.33237 4.59762 -0.85126 0.0861 -0.2191 -0.2753
H -1.11363 -2.68291 -1.58907 -0.1274 0.0608 -0.2009
H -3.47611 0.52921 2.24329 0.2043 0.0625 -0.2706
H -4.55402 0.63625 -3.01405 0.2821 -0.2556 0.0977
H -0.01252 2.17541 -0.36855 -0.0226 0.0723 -0.2543
H -3.13533 3.01132 4.01281 0.1896 -0.0645 -0.0526
H 2.18637 -3.74993 -4.80257 0.0437 0.2620 0.3020
H 1.59605 0.52872 4.92760 0.3633 0.4456 0.5938
H 1.56898 1.17122 -4.26783 -0.1941 0.1262 0.1151
H -1.58640 -1.71605 3.90905 0.3006 0.0254 -0.1403
H 1.37775 1.99694 5.90670 0.0817 -0.4580 -0.2243
H -2.97405 1.91256 1.25430 0.0837 -0.3576 0.0397
H 0.30034 -2.29843 -4.06718 0.2701 0.1242 0.0675
```
Positions in Å, forces in eV/Å.

Computed properties:
- LUMO level: -5.044 eV
- Frontier orbital gap: 4.31 eV
- DFT total energy: -2025.0249 a.u.
- Charge: +1
- Multiplicity: 1
- Max |F|: 3.879 eV/Å
- Energy above the lowest of the compared OMol25 structures with the same formula, charge and spin: 0.0 kcal/mol